Entry 1:
12 unconnected molecules or ions with the total composition C6H32O11. Source: the OMol25 dataset; level of theory: ωB97M-V with the def2-TZVPD basis set.

Geometry as ORCA input:
```
! wB97M-V def2-TZVPD RIJCOSX def2/J DEFGRID3
* xyz 0 1
C 2.680 1.688 0.332
H 0.998 -5.050 0.574
H 2.457 -0.881 -4.076
C 2.460 -0.265 -1.218
H -1.344 -1.906 2.467
H 2.707 -1.250 -0.776
O 2.511 -3.567 -0.158
H 1.879 -3.011 2.688
H -1.447 3.292 -1.606
C 1.386 -0.482 -2.240
H -4.534 -0.637 1.051
H -1.536 4.560 0.967
O 1.956 2.301 -4.130
H -1.778 -3.893 -0.600
O -1.369 -1.311 3.231
O -3.836 0.908 -1.474
O 1.976 -2.174 2.323
H 2.405 1.969 -3.425
H 2.835 -3.455 -1.066
C 2.170 2.139 1.710
H -0.580 -0.835 3.364
H -2.086 -2.371 -0.084
O -2.116 3.800 -2.158
O -0.996 3.883 1.532
H 0.723 -0.831 -4.173
H 3.147 -3.076 0.404
O -3.665 -0.322 1.190
H 1.774 3.228 1.832
H 1.159 2.563 -3.690
H -3.357 2.113 3.152
H -2.318 3.268 -2.926
C 1.540 -0.771 -3.531
C 2.016 0.638 -0.189
O 0.380 -4.470 1.028
H 1.025 0.234 0.293
H 3.463 -0.054 -1.594
H 0.324 -3.807 0.389
H -2.228 1.055 3.053
H 1.462 1.339 2.121
H -3.288 -0.614 1.984
O -1.590 -3.016 -0.481
H -3.329 0.545 -0.755
O -2.499 1.851 2.622
H 3.483 1.996 -0.354
H 1.262 -1.966 1.759
H 0.251 -0.503 -1.737
H 2.987 2.202 2.515
H -1.700 3.419 1.981
H -4.329 1.619 -1.105
*
```

Energy in eV: -29259.9202
Energy relative to the best compared isomer or geometry (same formula, charge and spin) in kcal/mol: 112.6
F_max in eV/Å: 5.038

=====

Entry 2:
2 unconnected molecules or ions with the total composition C8H12P. Source: the OMol25 dataset; level of theory: ωB97M-V with the def2-TZVPD basis set.

Geometry as ORCA input:
```
! wB97M-V def2-TZVPD RIJCOSX def2/J DEFGRID3
* xyz 1 1
H -0.592 -2.303 -0.667
H 1.491 1.511 2.483
C 0.188 -1.771 -0.122
H 2.222 -1.956 0.450
C 1.433 -2.285 0.017
C 0.964 1.904 -2.151
C -0.225 0.921 1.380
H -1.203 -1.190 -2.653
H -0.781 1.753 1.369
C -1.942 -0.338 -2.288
C 0.791 0.692 2.462
H 0.375 0.703 3.529
P -0.549 -0.119 0.148
H 1.325 -0.187 2.232
H 1.100 1.237 -2.963
C -1.818 0.274 -1.133
H 1.486 -3.400 -0.120
H -2.449 1.152 -1.033
C 0.606 2.631 -1.273
H -2.857 -0.344 -2.873
H 0.155 3.123 -0.476
*
```

Energy in eV: -17766.2956
Energy relative to the best compared isomer or geometry (same formula, charge and spin) in kcal/mol: 6.7
F_max in eV/Å: 7.884

=====

Entry 3:
A molecular structure, C24H26CrN8O3. Source: the OMol25 dataset; level of theory: ωB97M-V with the def2-TZVPD basis set.

Geometry as ORCA input:
```
! wB97M-V def2-TZVPD RIJCOSX def2/J DEFGRID3
* xyz 2 5
C -4.797 -2.328 1.951
C 3.456 -3.202 1.902
H 2.810 3.118 -0.066
C 2.637 2.355 -0.841
C 0.844 -3.334 1.143
C -3.830 -0.209 2.674
C 2.906 2.877 -2.230
H -4.704 1.556 3.690
N 0.878 3.546 -3.415
C 0.987 -5.747 0.842
H 0.549 2.424 -0.496
H -1.004 3.265 -5.942
H 4.515 -3.098 2.157
N -1.409 0.023 2.193
N -1.501 0.922 0.906
O 0.591 0.942 -2.689
H 1.357 1.757 1.639
C -2.609 -0.727 2.180
H -5.713 -2.831 1.808
C -3.593 -2.859 1.494
N 0.767 4.872 -5.333
H 2.397 0.757 1.007
N -0.766 3.180 -4.967
H -0.621 2.399 3.593
C 1.597 -4.513 1.134
H 1.560 5.435 -4.977
N -1.143 -2.153 1.057
H 2.026 4.906 -2.254
H -3.588 -3.857 1.077
H 1.559 -6.654 0.964
O 0.548 -0.519 -1.030
C 0.318 3.884 -4.556
C -0.315 -5.750 0.462
H 3.979 3.182 -2.172
H 3.420 1.628 -0.683
C 2.608 -2.056 1.872
C 2.161 4.029 -2.901
H 2.799 4.317 -3.726
H -0.841 2.257 -4.626
C 1.314 1.688 -0.480
C -1.546 1.478 2.240
N 1.356 -2.079 1.454
O -0.412 2.095 2.701
H 0.384 5.098 -6.218
H 3.596 -5.286 1.477
C -2.838 1.974 2.827
C -3.842 1.169 3.114
H -0.759 -6.689 0.252
C 0.786 0.635 -1.523
H 0.626 2.543 -3.102
C -2.458 -1.988 1.562
Cr 0.030 -0.407 0.851
H -5.858 -0.695 2.862
H 3.049 -1.120 2.189
H -2.155 -4.802 0.282
H 2.931 2.010 -2.910
C -4.906 -1.070 2.558
C 2.944 -4.406 1.527
C -0.555 -3.349 0.825
N 1.424 1.066 0.893
C -1.113 -4.603 0.488
H -2.833 2.946 3.290
*
```

Energy in eV: -71782.0567
Energy relative to the best compared isomer or geometry (same formula, charge and spin) in kcal/mol: 31.2
F_max in eV/Å: 2.468

=====

Which of these has the highest energy? C8H12P

=====

The highest energy relative to the best compared isomer or geometry (same formula, charge and spin) belongs to which entry? C6H32O11